# 1
A cluster of 2 separate species, H4N3P in total at a distorted geometry, computed with the ωB97M-V functional and the def2-TZVPD basis.

ORCA input file:
```
! RIJCOSX wB97M-V def2-TZVPD def2/J DEFGRID3
* xyz 0 1
N -1.46557 1.60381 -0.53978
N -1.61311 0.50969 -0.19934
N 1.28041 -0.22508 0.17642
P -1.88789 -1.00606 0.08656
H 1.14868 0.11687 -0.77178
H 0.60080 0.32672 0.65398
H -0.40543 -1.31533 0.28633
H 2.34211 -0.01062 0.30761
*
```

## Properties
- LUMO (eV) = 0.10
- HOMO energy (eV) = -8.4

# 2
A cluster of 2 separate species, H4N4O in total at a distorted geometry, computed with the ωB97M-V functional and the def2-TZVPD basis.

ORCA input file:
```
! RIJCOSX wB97M-V def2-TZVPD def2/J DEFGRID3
* xyz 0 1
N 0.41802 0.29366 -2.52994
N 1.17931 -1.41030 -1.20939
N -0.50409 0.21125 0.53469
N 0.78385 -0.35041 -1.65982
O 0.30432 1.38028 -3.09783
H -1.31474 -0.22674 0.37272
H 0.68344 -1.62730 -0.28522
H -0.48293 1.13991 0.09057
H -0.62801 0.27842 1.55483
*
```

## Properties
- LUMO (eV) = 0.31
- HOMO energy (eV) = -8.9
- SMILES = [H]/N=N/N=O.N

# 3
A cluster of 2 separate species, H4NO2PS in total at a distorted geometry, computed with the ωB97M-V functional and the def2-TZVPD basis.

ORCA input file:
```
! RIJCOSX wB97M-V def2-TZVPD def2/J DEFGRID3
* xyz 0 1
N 0.09534 2.01753 0.02138
O -1.28860 0.46622 -1.47284
O 0.95975 0.67159 -2.32960
P 0.12252 1.12156 -1.24446
S 0.62145 -2.48529 2.37161
H 0.85072 2.59292 0.34081
H -1.95690 0.55591 -0.73030
H 1.10507 -3.00867 1.21849
H -0.50935 -1.93177 1.82491
*
```

## Properties
- LUMO (eV) = -0.13
- HOMO energy (eV) = -9.9

# 4
A structure of composition H4NO2PS at a distorted geometry, computed with the ωB97M-V functional and the def2-TZVPD basis.

ORCA input file:
```
! RIJCOSX wB97M-V def2-TZVPD def2/J DEFGRID3
* xyz 0 1
N 2.15233 -0.91772 -0.32132
O 0.25166 1.25709 -0.82420
O 0.17698 0.68586 1.58730
P 0.03984 0.00284 0.17232
S -1.99790 -0.33796 -0.35499
H 1.79801 -0.97263 -1.36727
H -0.51920 1.86619 -0.83450
H 0.14332 0.09464 2.39836
H -2.04503 -1.67830 -0.45571
*
```

## Properties
- LUMO (alpha / beta) (eV) = -0.24 / -0.74
- HOMO energy (alpha / beta) (eV) = -8.0 / -9.0

# 5
The ion H4NO2SSi with charge -1 at a distorted geometry, computed with the ωB97M-V functional and the def2-TZVPD basis.

ORCA input file:
```
! RIJCOSX wB97M-V def2-TZVPD def2/J DEFGRID3
* xyz -1 1
N -1.89658 0.85547 -0.73513
O 0.15990 -0.69293 0.83210
O -2.17799 0.73849 1.66559
Si 1.45485 -0.33191 0.00063
S -1.86205 -0.08604 0.51526
H -2.07566 0.25626 -1.54288
H 1.60852 0.74907 -0.92494
H 2.88069 0.08729 0.86717
H 1.90833 -1.57570 -0.67780
*
```

## Properties
- LUMO (eV) = 3.73
- HOMO energy (eV) = -4.8

# 6
A cluster of 2 separate species, H4NO3PSi in total at a distorted geometry, computed with the ωB97M-V functional and the def2-TZVPD basis.

ORCA input file:
```
! RIJCOSX wB97M-V def2-TZVPD def2/J DEFGRID3
* xyz -2 1
N -0.00761 -0.19814 -1.00687
O 1.98726 -1.10103 0.89761
O 2.60085 0.60521 -0.81211
O 0.70317 1.04254 0.88214
Si -0.77142 0.44463 0.36146
P 1.54572 0.03053 -0.01098
H -0.38109 -1.12766 -1.22032
H -1.42713 1.65478 -0.02628
H -1.41763 -0.31973 1.37492
H -2.83212 -1.03111 -0.43958
*
```

## Properties
- LUMO (eV) = 7.05
- HOMO energy (eV) = 1.1

# 7
The ion H4NO4PSi with charge -2 at a distorted geometry, computed with the ωB97M-V functional and the def2-TZVPD basis.

ORCA input file:
```
! RIJCOSX wB97M-V def2-TZVPD def2/J DEFGRID3
* xyz -2 1
N -1.80791 -0.14157 -0.80633
O 0.62821 -0.08915 -0.96629
O 2.79848 1.16576 -0.25672
O 2.76283 -1.38883 -0.19119
O 1.01010 0.05884 1.24820
Si -0.40872 0.00216 0.33320
P 1.99553 -0.08165 -0.05728
H -2.06728 0.77335 -1.26181
H -1.19929 1.32545 1.16872
H -1.04930 -1.25094 0.94443
H -2.66264 -0.37343 -0.15494
*
```

## Properties
- LUMO (eV) = 7.01
- HOMO energy (eV) = -0.5

# 8
The molecule H4NOPS at a distorted geometry, computed with the ωB97M-V functional and the def2-TZVPD basis.

ORCA input file:
```
! RIJCOSX wB97M-V def2-TZVPD def2/J DEFGRID3
* xyz 0 1
N 0.98528 -0.66542 0.31388
O 0.18279 1.62638 -0.61798
P -0.28147 0.67730 0.65402
S -2.09517 -0.25433 -0.16125
H 1.05026 -1.24023 1.19603
H 0.71219 -1.23846 -0.52811
H 1.15343 1.80530 -0.59143
H -2.09150 -0.78180 1.05240
*
```

## Properties
- LUMO (eV) = 0.83
- HOMO energy (eV) = -9.1
- SMILES = NP(O)S

So what do the calculations give for energy relative to the best compared isomer or geometry (same formula, charge and spin)? Going down the list: 15.44, 38.67, 45.15, 123.78, 26.02, 11.48, 7.15, 9.51 kcal per mole.